C84H187N2O2P4 | ωB97M-V/def2-TZVPD

The highest occupied orbital energy is -0.6360 Ha. For the largest force on an atom, the calculation gives 2.17 eV Å⁻¹. As for the energy: -4936.588570 hartree. Its multiplicity is 1. As for the charge: +5.

Geometry as XYZ:
```
279
Properties=species:S:1:pos:R:3:forces:R:3
C -3.33387 3.84166 0.71204 -0.195 0.676 0.839
C -3.01891 2.83884 1.82058 0.483 -1.318 -0.271
C -3.78129 1.53309 1.51359 -0.965 -0.136 1.341
C -3.30948 0.44795 2.47877 0.833 -0.768 0.135
N -3.54248 -1.01448 2.08817 -0.511 -0.728 -1.082
C -3.18569 -1.94423 3.19769 0.233 0.233 2.059
C -4.49853 -2.47748 3.82613 0.159 -0.979 -0.400
C -5.66508 -1.83650 3.08517 0.845 1.160 -0.759
C -5.02482 -1.28342 1.79522 0.097 -0.228 0.489
C -2.76216 -1.36256 0.84276 -0.602 0.912 -0.153
H -2.88065 3.48894 -0.21304 -0.095 0.060 -0.109
H -3.00490 4.86521 0.89842 0.324 -0.235 0.091
H -4.40958 3.98292 0.58968 -0.057 -0.422 -0.155
H -3.21895 3.02373 2.88068 -0.607 0.935 -0.274
H -1.95691 2.58065 1.90340 0.146 0.282 -0.597
H -3.87904 1.22948 0.47129 0.590 0.138 -0.094
H -4.80401 1.74752 1.84425 -0.174 0.010 -0.459
H -3.77273 0.57179 3.45840 -0.176 -0.056 -0.046
H -2.22858 0.47774 2.65448 0.084 0.155 -0.204
H -2.50820 -2.76219 2.95898 -0.267 0.068 -0.941
H -2.57179 -1.38150 3.90608 -0.295 0.204 0.054
H -4.51740 -3.55199 3.63630 -0.032 -0.018 0.111
H -4.57858 -2.37662 4.90546 0.205 0.267 -0.028
H -6.44395 -2.52602 2.77404 -0.195 0.028 0.444
H -6.05433 -0.98435 3.63956 -0.369 -0.238 0.118
H -5.03404 -2.04518 1.01745 -0.116 0.124 -0.121
H -5.48292 -0.35524 1.46362 0.037 -0.120 -0.258
H -3.24639 -0.77324 0.06468 0.514 0.225 -0.153
H -2.90648 -2.39201 0.52162 0.039 -0.189 0.652
H -1.71357 -1.10516 0.97923 0.027 0.035 0.021
C 7.50464 3.16534 4.46206 -0.023 -1.082 -0.371
C 7.83901 1.69539 4.77529 0.336 -0.242 -0.393
C 6.87910 0.59124 4.27449 -0.403 1.180 -0.141
C 6.38909 0.87711 2.85275 -0.199 -0.213 -0.280
N 5.34852 -0.12433 2.34288 -0.402 0.825 0.149
C 5.81372 -1.58193 2.37386 0.301 0.512 -0.337
C 5.69838 -2.06710 0.93787 -0.103 -0.316 -1.017
C 4.73282 -1.09482 0.25068 -0.863 -0.060 0.167
C 5.01524 0.24107 0.90438 0.760 -0.430 -0.520
C 4.10849 0.07488 3.15922 -0.313 -0.061 0.098
H 8.31566 3.74654 4.89205 -0.327 0.398 0.073
H 6.51410 3.43454 4.82918 0.146 0.287 0.268
H 7.50094 3.32696 3.38105 0.112 0.156 -0.001
H 7.94004 1.58321 5.85449 0.070 -0.098 -0.011
H 8.81305 1.47216 4.33513 0.134 0.125 0.167
H 6.02367 0.61640 4.95213 -0.105 -0.231 -0.083
H 7.35698 -0.38205 4.35882 0.053 0.005 -0.015
H 7.14057 0.94958 2.06428 0.475 -0.552 0.361
H 5.88948 1.84166 2.73773 -0.148 0.003 0.520
H 5.20005 -2.12741 3.08413 0.002 0.040 0.033
H 6.84271 -1.53220 2.71494 -0.027 -0.394 0.059
H 5.33675 -3.08212 0.77441 -0.107 -0.058 0.661
H 6.66380 -2.09539 0.42969 0.098 0.430 0.151
H 3.69280 -1.37057 0.45237 0.035 -0.167 0.085
H 4.82062 -1.08518 -0.83417 0.234 0.162 0.028
H 4.25118 1.01535 0.87233 -0.249 -0.260 0.188
H 5.89922 0.64989 0.41028 0.184 0.088 0.410
H 3.26613 -0.52431 2.81212 0.202 -0.069 -0.376
H 3.83027 1.12382 3.06831 -0.125 -0.012 0.186
H 4.29234 -0.20866 4.19252 0.160 0.122 -0.026
C 5.44484 8.20604 -3.87987 -0.558 0.257 1.312
C 5.55079 7.37262 -2.58055 1.315 0.179 -0.777
C 4.68266 7.86189 -1.43162 -0.137 -0.488 -0.298
C 4.89586 7.03377 -0.14351 -0.202 0.481 0.395
P 3.65991 5.73542 0.17958 -0.965 0.469 -0.844
C 1.96641 6.44370 0.24457 1.224 0.302 1.097
C 0.99992 5.62747 1.09947 -1.449 -0.414 -0.262
C -0.42940 6.21553 0.93771 0.871 0.033 0.781
C -0.61620 7.49327 1.76919 0.850 0.238 -0.992
C 3.98691 4.81191 1.67226 0.758 -0.270 0.582
C 4.13709 5.68457 2.94549 -0.540 -0.164 -0.339
C 3.61909 4.94626 4.15741 -1.842 -0.743 0.520
C 3.26498 5.83967 5.34599 0.781 0.194 -0.431
C 3.54795 4.61472 -1.24145 0.664 -0.047 -0.252
C 2.92745 3.24481 -1.00867 -0.276 -0.042 0.970
C 2.98492 2.30846 -2.22260 0.305 -0.507 0.937
C 1.70520 2.18497 -3.03075 0.026 1.216 0.163
H 5.96442 7.73616 -4.70697 -0.083 0.059 -0.101
H 5.85571 9.19589 -3.67666 0.213 -0.031 -0.240
H 4.38953 8.39466 -4.08616 0.016 -0.255 -0.466
H 6.59155 7.46261 -2.24395 -0.012 0.154 0.123
H 5.53670 6.30769 -2.83620 -0.841 -0.081 0.272
H 3.62006 7.91649 -1.68998 -0.024 -0.196 -0.122
H 4.94350 8.90070 -1.22770 0.145 -0.041 0.085
H 4.86078 7.74952 0.68425 -0.278 -0.309 0.295
H 5.90628 6.62326 -0.07530 -0.052 -0.240 -0.229
H 1.67878 6.57938 -0.79700 -0.283 -0.137 0.023
H 2.07728 7.44350 0.67408 -0.119 0.071 -0.077
H 1.25310 5.58499 2.16133 0.363 0.158 -0.067
H 0.91520 4.58808 0.77278 0.448 -0.003 0.019
H -1.20821 5.53675 1.29106 0.383 -0.353 -0.253
H -0.49067 6.29890 -0.14897 -0.781 0.571 0.052
H 0.18357 8.21419 1.57116 -0.187 0.127 -0.320
H -0.47174 7.30354 2.83321 -0.622 -0.261 0.035
H -1.55883 7.96540 1.50483 -0.080 0.117 0.481
H 4.90697 4.22905 1.55625 -0.011 -0.020 -0.305
H 3.17641 4.08283 1.78672 -0.138 0.108 -0.022
H 3.50381 6.56720 2.81208 0.195 0.212 0.192
H 5.16807 6.00015 3.10576 -0.019 0.155 -0.199
H 4.19388 4.06352 4.45422 0.555 0.330 -0.053
H 2.64721 4.48821 3.91174 0.169 -0.064 -0.502
H 4.13916 6.46455 5.54238 -0.244 0.094 0.580
H 2.96846 5.25567 6.21458 0.275 0.045 0.145
H 2.41954 6.48561 5.10431 0.086 0.098 -0.106
H 4.60217 4.51858 -1.52966 -0.126 -0.280 -0.324
H 3.02549 5.10074 -2.06872 0.192 0.379 0.094
H 1.89996 3.30643 -0.63489 0.055 0.294 -0.291
H 3.42280 2.81729 -0.12906 0.159 -0.247 -0.284
H 3.22499 1.33535 -1.77842 0.236 -0.143 -0.445
H 3.80908 2.62021 -2.86592 0.033 -0.186 -0.043
H 1.30026 3.20114 -3.11010 -0.083 -0.075 -0.451
H 0.90665 1.62465 -2.54385 0.280 -0.344 -0.046
H 1.94972 1.82058 -4.02511 -0.378 -0.167 -0.059
C 1.65841 -3.83656 6.46924 0.039 0.469 -0.859
C 1.31359 -2.65951 5.52182 -0.637 -1.403 0.466
C 0.86280 -1.42528 6.27968 0.306 0.613 0.690
C 0.55829 -0.25855 5.35190 0.173 0.305 -0.477
P 0.36972 1.43421 6.03368 0.272 0.061 0.465
C -0.16678 1.33867 7.76657 0.007 -0.070 0.217
C -0.60110 2.66022 8.45767 0.692 0.482 -1.071
C -0.73322 2.52550 9.97709 -0.122 -0.904 -1.000
C -1.88691 1.61170 10.39827 -0.414 1.697 -0.334
C 2.01803 2.23517 6.02685 0.243 -0.635 -0.122
C 3.11100 1.45107 6.78845 -0.411 -0.518 -0.903
C 4.45263 2.15514 6.84481 0.438 0.151 1.037
C 5.39853 1.40562 7.81180 0.277 0.552 0.143
C -0.80350 2.46203 5.09825 0.350 0.363 -0.507
C -0.40252 3.95282 5.04321 -0.665 -0.104 0.405
C -1.52807 4.87034 4.50851 0.845 0.949 1.115
C -2.87312 4.93049 5.24782 0.268 -0.013 -0.582
H 0.78099 -4.02692 7.08451 0.240 -0.083 0.334
H 2.56214 -3.66609 7.05038 -0.138 -0.001 0.235
H 1.81248 -4.71182 5.83774 0.105 -0.132 0.214
H 0.47562 -3.09959 4.96720 -0.142 0.568 -0.309
H 2.09898 -2.50973 4.77798 0.146 0.419 0.202
H 1.62329 -1.13508 7.01385 0.198 -0.063 -0.160
H -0.00337 -1.63482 6.91345 -0.086 -0.270 -0.202
H -0.28946 -0.51116 4.71142 -0.095 0.303 0.030
H 1.38226 -0.14102 4.64120 -0.089 0.067 -0.127
H 0.69270 0.90671 8.28993 0.063 0.124 0.080
H -0.91374 0.54505 7.85197 -0.259 0.176 -0.152
H -1.43349 3.11075 7.90642 -0.576 -0.393 0.470
H 0.15913 3.42504 8.24865 0.346 -0.223 0.184
H -0.84218 3.51568 10.41238 0.144 -0.052 0.149
H 0.21436 2.05958 10.26201 0.036 0.349 0.504
H -1.88000 0.65060 9.89229 0.232 -0.346 0.630
H -2.81211 2.10160 10.07351 -0.058 -0.083 -0.015
H -1.93617 1.65718 11.48409 0.001 -0.936 0.008
H 1.95508 3.24526 6.43053 -0.239 0.018 -0.007
H 2.30884 2.30482 4.97390 -0.155 0.179 -0.092
H 3.30637 0.49786 6.27833 -0.247 -0.046 -0.092
H 2.74701 1.13435 7.76648 0.260 0.408 0.239
H 4.36896 3.17300 7.24034 -0.352 -0.063 0.137
H 4.89977 2.33853 5.86451 -0.130 -0.463 -0.176
H 4.84668 1.07685 8.69295 -0.039 0.059 0.006
H 6.15014 2.11009 8.17047 0.072 -0.088 0.037
H 5.95436 0.53435 7.46054 -0.292 -0.009 -0.471
H -1.75971 2.40036 5.62297 -0.041 -0.220 -0.074
H -0.90261 2.10029 4.07254 0.033 -0.350 0.109
H 0.48022 4.16185 4.43816 0.073 -0.480 -0.092
H -0.14001 4.22969 6.06857 -0.149 0.389 -0.044
H -1.60137 4.82767 3.42157 -0.191 -0.369 0.018
H -1.10884 5.85800 4.73121 0.057 0.132 -0.522
H -2.79664 5.54112 6.14648 0.134 -0.364 0.242
H -3.28513 3.94708 5.47669 -0.234 0.097 0.038
H -3.55729 5.50003 4.61735 -0.250 -0.303 -0.014
C -7.30088 -0.41204 -7.58666 -0.111 -1.123 0.997
C -6.55469 -1.68444 -7.14413 -0.161 -0.593 -1.204
C -5.51228 -1.47492 -6.04479 0.645 -1.232 -0.034
C -6.06540 -1.54883 -4.60638 -1.503 0.286 0.132
P -5.33490 -2.68301 -3.37485 0.206 0.699 -1.936
C -6.64261 -3.23384 -2.26024 0.758 0.593 0.389
C -7.24920 -2.08426 -1.45434 -0.932 0.657 -0.982
C -8.24490 -2.56523 -0.40289 0.365 -0.033 -0.417
C -8.88909 -1.38843 0.31156 0.534 -0.170 0.998
C -4.58063 -4.08590 -4.31890 0.515 0.703 0.975
C -4.22383 -5.28712 -3.40754 -0.080 0.639 -0.020
C -5.38128 -6.30768 -3.27275 1.428 0.664 -0.742
C -5.07010 -7.37504 -2.23520 -0.911 -0.064 -0.419
C -3.98172 -1.73891 -2.58174 0.247 -0.607 -0.334
C -2.87837 -1.19386 -3.52372 -0.520 -0.770 0.085
C -1.79705 -0.34868 -2.82974 0.032 -0.295 -1.036
C -2.17602 1.10686 -2.65736 -0.260 0.358 0.707
H -8.19176 -0.63321 -8.16958 0.109 -0.076 -0.148
H -6.63275 0.21945 -8.16403 -0.082 0.312 0.211
H -7.65309 0.02258 -6.64805 0.007 0.725 -0.304
H -6.11476 -2.17872 -8.02055 0.659 0.643 -0.035
H -7.18922 -2.54865 -6.90685 -0.517 0.550 0.728
H -4.89092 -0.59017 -6.18374 -0.298 0.229 -0.058
H -4.81113 -2.30715 -6.17319 0.116 0.082 0.060
H -7.11500 -1.88170 -4.61903 0.095 -0.389 -0.418
H -6.27197 -0.54852 -4.20999 0.686 0.006 0.392
H -6.20757 -3.95935 -1.56678 -0.109 -0.280 -0.203
H -7.36896 -3.70123 -2.92749 -0.104 -0.189 0.228
H -7.80267 -1.42558 -2.13676 0.012 -0.115 -0.117
H -6.50258 -1.39325 -1.04896 0.199 -0.383 0.364
H -7.67267 -3.26153 0.22181 -0.341 0.215 0.568
H -9.02474 -3.17839 -0.86043 0.089 0.021 -0.193
H -8.11723 -0.77136 0.78698 0.015 0.062 -0.062
H -9.51091 -1.74176 1.13413 -0.208 0.069 -0.151
H -9.46954 -0.72297 -0.32342 -0.068 -0.245 -0.207
H -3.65914 -3.58580 -4.63753 0.042 -0.190 -0.241
H -5.13119 -4.30976 -5.23168 -0.276 -0.164 0.181
H -3.86212 -4.86708 -2.45736 -0.449 -0.155 0.324
H -3.29087 -5.73070 -3.76628 -0.298 -0.398 -0.338
H -5.45484 -6.70704 -4.28816 -0.246 -0.397 0.127
H -6.30936 -5.75574 -3.12699 -0.091 -0.225 0.389
H -4.91680 -6.90530 -1.26444 0.139 -0.225 0.112
H -4.23034 -8.00342 -2.52696 0.243 0.254 0.094
H -5.91924 -8.05731 -2.17797 0.007 0.032 0.272
H -3.56790 -2.48863 -1.89928 0.166 0.558 0.551
H -4.41228 -0.84488 -2.12725 -0.223 -0.384 0.580
H -3.40388 -0.66133 -4.31920 0.343 0.351 -0.032
H -2.34475 -2.00963 -4.01066 -0.239 -0.195 0.038
H -0.96749 -0.43327 -3.53856 0.203 0.359 0.128
H -1.42466 -0.86511 -1.94161 -0.232 0.207 0.271
H -1.34239 1.77080 -2.42491 0.199 -0.197 -0.259
H -2.85253 1.28435 -1.81372 -0.223 -0.238 -0.087
H -2.67609 1.47103 -3.55430 0.094 0.091 -0.025
C 1.64088 -1.59408 -2.61733 1.487 -1.380 -0.273
C 1.32118 -2.43923 -3.88774 -1.251 1.329 0.450
C 0.15946 -3.41229 -3.65018 0.710 -0.654 0.450
C -0.63354 -3.87565 -4.88173 -0.401 -1.255 -0.493
P 0.20793 -4.77122 -6.26211 0.630 0.137 -0.173
C 1.21058 -3.59976 -7.19619 -0.034 -0.324 -0.273
C 1.92272 -4.14605 -8.44595 0.239 -0.706 -0.051
C 2.54587 -3.04077 -9.29971 0.190 -0.582 0.062
C 1.55248 -2.27663 -10.15015 0.555 1.061 -0.894
C -0.99733 -5.60103 -7.34961 0.191 0.392 0.620
C -1.82659 -6.74140 -6.71218 0.985 0.600 -0.085
C -2.83895 -7.24416 -7.68049 -1.226 -1.201 -1.334
C -4.13880 -6.39231 -7.77424 1.110 -0.909 0.876
C 1.35621 -5.94790 -5.54546 0.216 -0.712 0.293
C 1.93745 -7.05312 -6.44527 -0.576 -0.678 -1.711
C 1.94668 -8.49005 -5.91079 -0.414 0.157 1.273
C 2.94048 -8.74498 -4.76838 -0.613 -0.322 -0.598
H 2.22476 -0.69477 -2.81407 -0.374 0.144 -0.289
H 2.37639 -2.24664 -2.13143 -0.223 0.246 0.716
H 0.83553 -1.39292 -1.91676 -0.230 0.011 -0.241
H 2.21589 -3.00088 -4.14617 0.025 0.183 -0.347
H 1.02908 -1.75444 -4.68829 0.266 -0.117 -0.233
H -0.48303 -3.09080 -2.82452 -0.453 0.564 -0.537
H 0.60116 -4.27548 -3.13571 -0.055 -0.354 -0.477
H -1.28092 -3.17196 -5.41380 0.352 0.593 0.256
H -1.35475 -4.64993 -4.58507 0.025 0.015 0.297
H 1.98932 -3.28062 -6.50052 -0.222 0.394 0.080
H 0.53859 -2.77715 -7.45509 0.239 0.219 -0.017
H 1.27252 -4.80727 -9.02664 -0.284 0.505 -0.294
H 2.71966 -4.85435 -8.19886 0.023 0.237 0.588
H 3.33832 -3.51970 -9.88082 -0.405 -0.021 -0.532
H 3.17585 -2.38018 -8.69488 -0.510 0.194 0.368
H 1.23660 -2.75294 -11.07944 -0.050 -0.575 0.322
H 2.06548 -1.39044 -10.53857 -0.100 0.098 0.155
H 0.66078 -1.89270 -9.65136 0.046 -0.218 0.299
H -0.36246 -6.01687 -8.13469 -0.136 0.024 -0.138
H -1.60019 -4.81162 -7.80632 -0.112 -0.053 -0.023
H -2.32902 -6.41393 -5.79603 0.170 -0.073 0.104
H -1.10651 -7.53586 -6.50070 -0.180 -0.042 0.382
H -3.14043 -8.26631 -7.42349 -0.178 0.201 0.599
H -2.38229 -7.51564 -8.64046 0.096 0.850 -0.182
H -3.94929 -5.33332 -7.94271 -0.092 0.031 -0.235
H -4.54139 -6.53266 -6.76567 -0.468 0.406 -0.071
H -4.85006 -6.81507 -8.47578 0.035 0.198 -0.177
H 0.77211 -6.44315 -4.76079 0.356 0.155 0.365
H 2.17157 -5.33487 -5.15547 -0.181 -0.086 0.541
H 2.91280 -6.83592 -6.88334 0.074 0.425 0.385
H 1.28854 -7.12619 -7.32760 0.092 0.087 -0.095
H 2.10025 -9.21589 -6.70734 0.137 0.268 -0.223
H 0.93876 -8.68899 -5.52342 -0.037 -0.131 -0.092
H 2.93260 -9.80470 -4.51382 0.140 -0.024 -0.096
H 2.60575 -8.24199 -3.86037 0.463 0.364 -0.009
H 3.93427 -8.47905 -5.12543 0.145 0.144 0.510
C -0.02820 1.64117 0.32660 -0.297 0.189 -0.426
C 0.63040 1.51830 1.68747 1.071 -0.520 1.247
O 1.48400 2.36619 2.07677 -0.451 0.094 -0.762
O 0.33783 0.49448 2.36557 -0.639 -0.138 -0.258
H -1.06509 1.29722 0.32999 -0.063 0.148 0.291
H 0.43968 0.96955 -0.39968 0.388 0.154 0.094
H 0.00555 2.66938 -0.03823 -0.048 -0.119 -0.120
```
Forces are in eV/Å.

Here are the Mulliken charges for atoms 1 to 8, given in e: -1.663, 0.863, -1.527, -0.707, 1.090, -0.116, -0.894, -0.695